[1]
DFT (ωB97M-V/def2-TZVPD) results for C7H14N2O2S2 as an isolated structure in a non-equilibrium geometry.

Element x y z (Å)
O 1.88043 -2.64106 1.93223
O -0.29956 -2.84975 3.11636
S -1.36727 0.88924 -2.41068
C -0.15823 1.48245 -1.39601
N 0.29252 2.55180 -2.06486
N 0.20671 1.03820 -0.15861
C 1.67442 3.04463 -1.88616
C -1.87772 -0.10394 0.78593
C -0.22263 -1.53248 -0.39779
C -0.39244 -0.22093 0.44345
C -0.20271 -2.76654 0.39082
C 0.32633 -0.45244 1.75656
S 0.43663 -2.24353 2.00573
H -0.20299 2.65027 -2.86450
H 0.27246 1.80715 0.50681
H 1.70012 4.15216 -1.93107
H 2.13446 2.70792 -0.89661
H 2.40532 2.65514 -2.60159
H -2.32378 0.84914 1.05279
H -2.50359 -0.42402 -0.04967
H -2.16960 -0.82836 1.53468
H -0.86666 -1.51217 -1.33553
H 0.85463 -1.37413 -0.62997
H -1.24512 -3.06463 0.56330
H 0.54405 -3.59952 0.07700
H -0.22151 -0.02291 2.62578
H 1.32569 -0.19167 1.83161

Atoms 1-3, force components in eV/Å:
-2.3375 1.4944 0.2253
0.1547 1.5276 -1.1372
-1.1196 -1.9778 0.6005

Max |F| = 7.4 eV/A
E = -1331.41371 hartree
ΔE to the lowest compared entry with this formula, charge and spin = 2.609 eV
Highest occupied orbital energy = -8.25 eV

=====

[2]
DFT (ωB97M-V/def2-TZVPD) results for C22H32N2O2 in the gas phase.

Element x y z (Å)
C -1.46672 0.34556 3.41861
C -0.97959 0.48840 1.98737
C -1.57368 -0.58189 1.05924
C -3.04861 -0.38168 0.83105
C -3.48022 0.66072 0.01108
C -4.83243 0.89424 -0.19976
C -5.76467 0.07159 0.41131
C -5.34495 -0.97178 1.22890
C -3.99508 -1.19863 1.44361
C -6.53570 -1.71057 1.78874
C -7.67425 -1.28144 0.84529
C -7.27167 0.12098 0.35370
N 0.47367 0.44051 1.96409
C 1.18299 0.91776 0.92203
O 0.67302 1.48486 -0.03399
C 2.68394 0.66141 0.98092
O 3.11090 0.28220 2.28377
C 3.13639 -0.36938 -0.07748
C 3.88659 0.74874 -0.85367
C 5.37629 0.49235 -1.03506
C 5.63774 -0.59208 -2.07579
C 5.00088 -0.25902 -3.42271
N 5.20932 -1.32237 -4.41201
C 3.50952 0.00992 -3.23286
C 3.25136 1.09658 -2.19497
C 3.53316 1.74343 0.27989
H -2.55505 0.38274 3.45186
H -1.15274 -0.61432 3.83899
H -1.07561 1.14497 4.04872
H -1.26824 1.46655 1.59691
H -1.04414 -0.52892 0.10621
H -1.38451 -1.56925 1.49097
H -2.73938 1.28615 -0.47532
H -5.14893 1.70482 -0.84588
H -3.66839 -2.01658 2.07808
H -6.39443 -2.79142 1.82120
H -6.73411 -1.37820 2.81311
H -7.70347 -1.96219 -0.00826
H -8.65469 -1.30375 1.31998
H -7.64786 0.89331 1.03272
H -7.65682 0.34950 -0.64053
H 0.97937 -0.06681 2.67291
H 3.19464 1.08141 2.81640
H 3.79589 -1.11013 0.37621
H 2.33300 -0.87376 -0.61419
H 5.85534 1.42649 -1.35320
H 5.82662 0.21671 -0.07686
H 6.71230 -0.74950 -2.20223
H 5.21524 -1.54314 -1.72519
H 5.46277 0.66232 -3.79870
H 5.84661 -1.04449 -5.14348
H 5.56968 -2.16559 -3.98577
H 3.06654 0.27675 -4.19408
H 3.03418 -0.92886 -2.92582
H 2.18149 1.26509 -2.06088
H 3.68343 2.04403 -2.54175
H 2.97974 2.62752 -0.03272
H 4.39332 2.02817 0.88929

Atoms 1-3, force components in eV/Å:
-0.0157 0.0005 0.0090
-0.0206 0.0119 0.0062
-0.0043 -0.0133 -0.0184

Max |F| = 0.1 eV/A
E = -1117.54436 hartree
ΔE to the lowest compared entry with this formula, charge and spin = 0.838 eV
Highest occupied orbital energy = -8.52 eV

=====

[3]
DFT (ωB97M-V/def2-TZVPD) results for a 10-piece molecular cluster, C45H55F5O5 overall in a non-equilibrium geometry.

Element x y z (Å)
F -3.35989 15.86547 -18.64403
C -4.68942 15.79553 -18.88468
C -5.23988 16.49524 -19.94581
C -6.62676 16.47384 -20.13362
C -7.44171 15.80928 -19.25571
C -6.87434 15.03752 -18.22800
C -5.49404 15.03552 -18.03847
H -4.57387 17.06294 -20.57869
H -7.08375 16.88459 -21.02180
H -8.49120 15.80658 -19.51060
H -7.49483 14.51624 -17.51409
H -4.92427 14.56403 -17.25144
F -11.98941 12.71686 -18.01036
C -12.60097 13.51190 -18.89713
C -12.62650 13.22998 -20.24882
C -13.20836 14.16465 -21.09556
C -13.78221 15.37166 -20.63919
C -13.66222 15.69535 -19.33289
C -13.12094 14.72548 -18.41314
H -12.15359 12.33111 -20.61593
H -13.21622 13.98611 -22.16067
H -14.23992 16.09700 -21.29554
H -14.01565 16.66184 -19.00515
H -13.09960 14.90715 -17.34874
F -12.35287 20.31087 -22.87783
C -12.57850 20.68542 -21.60746
C -11.52026 20.92781 -20.66977
C -11.90891 21.31810 -19.36294
C -13.27455 21.37602 -18.96756
C -14.26930 21.00326 -19.87065
C -13.90160 20.74926 -21.17774
H -10.49795 20.75782 -20.97374
H -11.15285 21.43299 -18.60033
H -13.45712 21.65183 -17.93945
H -15.26514 20.93249 -19.45872
H -14.74440 20.60343 -21.83715
F -0.34920 17.84696 -26.68306
C -0.40319 17.23814 -25.46164
C -0.94844 15.93576 -25.43776
C -1.09976 15.26902 -24.23400
C -0.59978 15.87583 -23.05145
C -0.04368 17.20240 -23.11546
C -0.00780 17.91538 -24.29386
H -1.39506 15.58731 -26.35727
H -1.70267 14.37372 -24.27042
H -0.64598 15.27414 -22.15577
H 0.32250 17.66607 -22.21140
H 0.31142 18.94597 -24.34266
F 4.28985 16.88033 -13.96645
C 4.42967 17.06894 -15.30023
C 5.65340 17.45886 -15.82124
C 5.79443 17.55207 -17.20915
C 4.67717 17.22950 -18.01667
C 3.41174 17.01208 -17.49452
C 3.30698 16.90124 -16.12064
H 6.58027 17.54184 -15.27312
H 6.74978 17.76488 -17.66567
H 4.82471 17.32638 -19.08215
H 2.52737 16.73892 -18.05100
H 2.34916 16.59256 -15.72859
C -12.90497 16.22043 -26.74758
C -11.44286 16.43584 -26.58870
O -10.76469 17.23424 -27.23595
C -10.80259 15.75164 -25.39252
H -13.36183 16.04581 -25.77348
H -13.16687 15.42140 -27.44118
H -13.39317 17.11773 -27.12785
H -11.25839 16.11902 -24.47307
H -9.72125 15.83429 -25.50192
H -11.00643 14.68240 -25.44986
C -2.70121 9.44644 -13.70134
C -2.26877 10.82180 -13.44150
O -1.61568 11.46264 -14.25265
C -2.36484 11.29535 -12.02982
H -2.31271 8.79391 -12.91943
H -2.24330 9.07148 -14.61667
H -3.76977 9.23130 -13.70300
H -3.39015 11.18421 -11.67702
H -2.21644 12.37194 -11.94603
H -1.63861 10.79654 -11.38804
C 0.46872 9.82722 -20.88064
C -0.35096 9.57804 -19.64462
O -0.03800 8.73823 -18.81153
C -1.67613 10.36874 -19.53505
H 0.26406 9.06713 -21.63462
H 1.52088 9.82895 -20.59593
H 0.23071 10.70100 -21.48722
H -2.43550 9.81219 -18.98574
H -1.99089 10.46718 -20.57396
H -1.45753 11.33248 -19.07515
C -8.52659 10.61973 -14.33088
C -8.80568 9.33983 -15.14207
O -8.08607 8.94886 -15.95339
C -10.09464 8.64403 -14.77090
H -8.80595 10.44344 -13.29214
H -9.05847 11.44718 -14.80052
H -7.45623 10.77788 -14.46281
H -10.10716 7.68572 -15.29012
H -11.02354 9.14602 -15.04154
H -10.05203 8.49637 -13.69178
C -7.07281 21.53986 -24.78821
C -5.62928 21.68021 -25.17050
O -5.29969 22.48843 -26.02641
C -4.65368 20.72532 -24.48762
H -7.33065 22.23333 -23.98775
H -7.32510 20.51154 -24.52933
H -7.67880 21.72866 -25.67433
H -4.21403 20.01389 -25.18669
H -5.15710 20.13819 -23.71953
H -3.88603 21.33910 -24.01636

Atoms 1-3, force components in eV/Å:
-0.3309 -0.0942 -0.1480
-0.9610 0.1623 -0.2331
0.2198 0.0992 0.1020

Max |F| = 5.6 eV/A
E = -2623.11826 hartree
ΔE to the lowest compared entry with this formula, charge and spin = 3.027 eV
SMILES string = Fc1ccccc1.Fc1ccccc1.Fc1ccccc1.Fc1ccccc1.Fc1ccccc1.CC(C)=O.CC(C)=O.CC(C)=O.CC(C)=O.CC(C)=O
Highest occupied orbital energy = -9.18 eV

=====

Among the records above, which one has the highest ΔE to the lowest compared entry with this formula, charge and spin? C45H55F5O5